{"formula": "C70H59IO8S", "method": "ωB97M-V/def2-TZVPD", "symbols": ["C", "C", "C", "C", "C", "C", "C", "C", "C", "C", "I", "C", "C", "C", "C", "C", "C", "C", "C", "O", "C", "C", "C", "C", "S", "C", "C", "C", "C", "C", "C", "O", "H", "H", "H", "H", "H", "H", "H", "H", "H", "H", "H", "H", "H", "H", "H", "H", "H", "H", "H", "H", "H", "H", "H", "H", "H", "H", "H", "H", "H", "H", "H", "H", "H", "H", "H", "C", "C", "C", "C", "C", "C", "C", "O", "C", "C", "C", "C", "C", "C", "C", "O", "H", "H", "H", "H", "H", "H", "H", "H", "C", "C", "C", "C", "C", "C", "C", "O", "C", "C", "C", "C", "C", "C", "C", "O", "H", "H", "H", "H", "H", "H", "H", "H", "C", "C", "C", "C", "C", "C", "C", "O", "C", "C", "C", "C", "C", "C", "C", "O", "H", "H", "H", "H", "H", "H", "H", "H"], "xyz": [[3.91556, -0.27272, 3.87942], [4.85259, -0.70741, 2.57197], [4.61657, 0.29681, 1.28819], [6.00351, 0.75153, 0.52529], [6.84251, -0.53797, -0.09213], [7.42415, -0.08571, -1.59259], [8.07820, -1.34804, -2.41722], [7.44024, -1.60595, -3.90521], [5.80012, -1.58326, -3.97091], [5.07320, -0.15362, -4.43665], [6.24247, 1.67004, -4.96916], [3.43968, -0.00163, -4.51619], [2.54533, -1.33936, -4.12876], [3.24769, -2.77951, -3.64974], [4.88584, -2.92783, -3.58541], [5.53395, -4.38403, -3.14798], [5.09777, -4.89888, -1.65402], [6.46980, -5.01759, -0.70827], [2.18432, -4.00714, -3.25006], [2.40186, -5.29066, -3.58808], [0.84265, -3.49041, -2.39540], [0.19912, -4.28530, -1.11258], [-1.10535, -3.61302, -0.34547], [-1.83782, -4.31681, 0.98013], [-3.53367, -4.90758, 0.33874], [-4.84526, -3.59062, 0.63263], [-5.21717, -2.70959, -0.73034], [-1.77441, -2.15621, -0.82174], [-1.15029, -1.36713, -2.12116], [0.14473, -2.04469, -2.86439], [0.87396, -1.28334, -4.16296], [0.19363, -0.71010, -5.16811], [3.19454, 0.62385, 3.63769], [4.64597, 0.04862, 4.75405], [3.27696, -1.17109, 4.30281], [4.49708, -1.79766, 2.27944], [6.00179, -0.69778, 2.87088], [4.07747, 1.28105, 1.66770], [3.86236, -0.18925, 0.50337], [5.66915, 1.51277, -0.32957], [6.66351, 1.38538, 1.27967], [7.76831, -0.70363, 0.61106], [6.18110, -1.50588, -0.21209], [8.25981, 0.72322, -1.36086], [6.54457, 0.45401, -2.14470], [9.22537, -1.06929, -2.59107], [7.98414, -2.29350, -1.71694], [7.94195, -0.90249, -4.71793], [7.76578, -2.71115, -4.21813], [2.85323, 0.98296, -4.80988], [6.69396, -4.39141, -3.32714], [5.07957, -5.17481, -3.91827], [4.69806, -6.01704, -1.74786], [4.24119, -4.28498, -1.14502], [6.39449, -6.05864, -0.13461], [6.42227, -4.10980, 0.03141], [7.46049, -5.03572, -1.34541], [0.66887, -5.29539, -0.73119], [-1.99661, -3.51426, 1.84173], [-1.16469, -5.21041, 1.36573], [-4.58414, -2.84452, 1.50469], [-5.83001, -4.16445, 0.93598], [-6.34855, -2.76272, -1.02520], [-4.95249, -1.58200, -0.44150], [-4.48783, -2.96114, -1.64152], [-2.67612, -1.65467, -0.26876], [-1.62941, -0.35175, -2.49107], [-6.04569, 2.11927, -2.11581], [-6.73857, 3.32369, -2.23535], [-7.08949, 4.04383, -1.09232], [-6.75706, 3.55187, 0.17573], [-6.08600, 2.33559, 0.29610], [-5.71909, 1.62304, -0.85297], [-5.77410, 1.78280, 1.62997], [-5.18150, 0.71617, 1.73652], [-6.19416, 2.52921, 2.83268], [-5.95626, 1.98875, 4.10317], [-6.33834, 2.69430, 5.24621], [-6.94882, 3.94226, 5.12457], [-7.19209, 4.48050, 3.86007], [-6.82261, 3.76768, 2.71172], [-7.11652, 4.32920, 1.37843], [-7.65721, 5.42383, 1.27058], [-5.76408, 1.56255, -3.00693], [-7.00425, 3.70410, -3.21916], [-7.62576, 4.98594, -1.19353], [-5.18302, 0.67947, -0.76720], [-5.47726, 1.01644, 4.20697], [-6.15739, 2.27043, 6.23164], [-7.24000, 4.49535, 6.01492], [-7.67354, 5.45312, 3.77282], [-5.81706, -5.00257, 3.69032], [-5.55270, -4.03369, 4.65799], [-6.52320, -3.71321, 5.60862], [-7.76728, -4.35520, 5.58427], [-8.04031, -5.30613, 4.60177], [-7.05863, -5.63914, 3.65936], [-9.36639, -5.95364, 4.53620], [-9.60584, -6.79166, 3.67562], [-10.40179, -5.57044, 5.51661], [-11.68164, -6.13381, 5.43035], [-12.66282, -5.78696, 6.36164], [-12.36699, -4.88630, 7.38447], [-11.09455, -4.31929, 7.46947], [-10.11304, -4.65494, 6.52749], [-8.78126, -4.02269, 6.60468], [-8.52186, -3.22752, 7.50056], [-5.05746, -5.25900, 2.95507], [-4.58955, -3.52847, 4.67427], [-6.30790, -2.95954, 6.36429], [-7.25981, -6.39043, 2.89771], [-11.91986, -6.84022, 4.63672], [-13.65749, -6.22161, 6.28969], [-13.12893, -4.62145, 8.11435], [-10.87237, -3.61317, 8.26784], [6.13930, 10.74191, -6.03701], [6.37663, 11.33049, -4.79514], [6.85771, 10.55802, -3.73678], [7.09093, 9.18926, -3.91729], [6.83030, 8.59602, -5.15191], [6.36427, 9.37650, -6.21792], [7.02547, 7.14385, -5.33950], [6.80014, 6.62257, -6.42472], [7.48737, 6.32819, -4.19870], [7.62120, 4.94140, -4.34619], [8.07023, 4.16426, -3.27626], [8.39500, 4.76901, -2.06231], [8.25730, 6.14957, -1.91084], [7.79314, 6.92921, -2.97858], [7.61682, 8.38365, -2.79730], [7.89761, 8.91531, -1.72928], [5.77311, 11.34570, -6.86446], [6.18919, 12.39217, -4.65063], [7.04564, 11.02537, -2.77156], [6.17153, 8.92288, -7.18855], [7.37279, 4.46180, -5.29164], [8.16842, 3.08696, -3.39134], [8.75171, 4.16483, -1.23096], [8.50811, 6.61406, -0.95862]], "forces_ev_per_a": [[0.64, -0.05, 0.49], [-0.73, -0.02, -0.02], [-0.18, 0.41, -0.07], [-0.83, 0.02, 0.12], [0.36, 1.32, -0.68], [0.04, 0.10, 1.13], [0.29, 0.96, 0.19], [-0.23, -1.38, -0.25], [-2.74, 0.74, -0.27], [-3.11, -3.35, 1.04], [-1.30, -2.02, 0.43], [1.29, -4.15, 1.21], [2.64, -0.14, 0.37], [1.24, 2.68, -0.76], [-1.82, 2.89, -0.87], [-1.21, 0.15, -1.25], [1.09, -1.38, -0.06], [-1.17, -0.28, 0.19], [0.90, -3.89, -1.12], [-1.37, 8.01, 2.40], [-2.65, 1.59, 1.55], [-1.63, 3.70, -1.34], [1.12, 2.07, -1.80], [0.96, 1.35, -0.99], [0.23, 0.40, 0.97], [-1.28, 1.01, -0.26], [1.21, 1.06, 0.32], [3.75, -1.33, -2.74], [1.54, -4.04, 1.61], [-0.59, -1.05, 1.55], [-1.98, 1.50, -3.16], [4.23, -3.32, 6.48], [1.47, -1.81, 0.42], [-1.65, -0.51, -1.75], [1.30, 1.81, -1.02], [1.12, 2.20, 0.50], [-2.52, -0.16, -0.63], [1.15, -1.97, -0.72], [1.73, 0.93, 1.64], [0.84, -1.75, 1.65], [-1.26, -1.46, -1.53], [-1.88, -0.13, -1.38], [1.26, 1.97, 0.41], [-1.73, -1.58, -0.68], [1.73, -1.19, 0.85], [-2.44, -0.97, 0.42], [0.24, 1.75, -1.66], [-1.43, -1.27, 1.84], [-0.72, 2.40, 0.59], [1.61, -2.30, 0.62], [-2.33, 0.23, 0.62], [0.95, 1.90, 1.57], [0.70, 2.56, -0.02], [1.83, -0.92, -1.07], [0.32, 2.48, -0.97], [0.59, -1.89, -1.26], [-2.10, 0.20, 1.29], [-1.12, 2.30, -0.92], [0.46, -1.74, -1.92], [-1.75, 1.77, -0.85], [-0.36, -1.66, -1.66], [2.19, 0.99, -0.45], [2.28, -0.05, 0.58], [-0.84, -2.30, -0.75], [-1.85, 0.27, 2.03], [1.98, -1.30, -1.04], [1.30, -2.41, 0.76], [0.04, -0.06, 0.35], [-0.03, 0.11, 0.37], [0.07, -0.15, -0.29], [0.00, -0.10, -0.63], [0.03, -0.07, -0.61], [-0.10, 0.16, -0.28], [0.64, -1.15, 0.10], [-0.26, 0.47, -0.07], [-0.05, 0.01, 0.66], [-0.09, 0.17, 0.29], [0.08, -0.11, -0.38], [-0.01, 0.04, -0.38], [0.05, -0.13, 0.28], [-0.03, 0.07, 0.65], [-0.70, 1.39, -0.14], [0.35, -0.72, 0.07], [-0.05, 0.09, 0.18], [0.05, -0.06, 0.20], [0.15, -0.21, 0.21], [-0.16, 0.26, 0.14], [-0.10, 0.24, -0.21], [-0.03, 0.06, -0.20], [0.05, -0.09, -0.18], [0.12, -0.27, -0.17], [-0.31, -0.12, 0.08], [-0.37, 0.00, 0.21], [0.27, -0.04, -0.22], [0.55, 0.08, -0.27], [0.59, 0.08, -0.23], [0.26, 0.17, 0.02], [-0.28, -1.01, -1.04], [0.14, 0.50, 0.51], [-0.64, -0.04, 0.23], [-0.25, 0.08, 0.22], [0.36, -0.03, -0.20], [0.36, 0.09, -0.07], [-0.29, -0.12, -0.03], [-0.60, -0.06, 0.25], [0.33, 0.99, 1.09], [-0.16, -0.48, -0.55], [-0.12, 0.00, 0.12], [-0.17, -0.09, 0.02], [-0.22, -0.23, -0.10], [-0.12, 0.16, 0.24], [0.24, 0.18, 0.15], [0.20, 0.07, 0.00], [0.16, -0.04, -0.13], [0.11, -0.15, -0.28], [0.08, -0.36, 0.06], [0.14, -0.30, 0.21], [-0.11, 0.21, -0.23], [-0.21, 0.54, -0.25], [-0.17, 0.57, -0.23], [-0.06, 0.30, 0.05], [-0.28, -0.59, -1.32], [0.14, 0.29, 0.65], [0.12, -0.61, 0.24], [0.15, -0.18, 0.37], [0.00, 0.36, -0.19], [-0.08, 0.39, -0.08], [0.01, -0.33, -0.03], [0.18, -0.59, 0.25], [0.34, 0.68, 1.33], [-0.18, -0.35, -0.67], [0.07, -0.13, 0.15], [0.05, -0.20, -0.01], [0.02, -0.28, -0.18], [0.09, -0.05, 0.31], [0.04, 0.34, 0.10], [0.03, 0.27, 0.07], [-0.07, 0.12, -0.15], [-0.12, 0.05, -0.31]], "lowdin_charge": [-0.15, -0.25, -0.24, -0.23, -0.20, -0.22, -0.19, -0.22, -0.10, -0.52, 0.88, -0.04, -0.02, 0.02, -0.02, -0.17, -0.24, -0.14, -0.18, -0.04, -0.02, 0.04, -0.17, -0.44, 0.75, -0.53, -0.18, -0.01, 0.01, -0.03, -0.20, -0.04, 0.07, 0.07, 0.07, 0.10, 0.11, 0.10, 0.12, 0.11, 0.12, 0.11, 0.11, 0.11, 0.06, 0.12, 0.10, 0.09, 0.11, 0.11, 0.10, 0.13, 0.11, 0.11, 0.08, 0.06, 0.07, 0.11, 0.10, 0.09, 0.09, 0.07, 0.08, 0.05, 0.08, 0.08, 0.11, -0.05, -0.05, 0.01, -0.08, -0.08, 0.01, -0.28, 0.08, -0.09, 0.01, -0.06, -0.06, 0.01, -0.09, -0.28, 0.10, 0.11, 0.11, 0.12, 0.10, 0.12, 0.11, 0.11, 0.12, -0.07, -0.05, 0.01, -0.09, -0.08, 0.01, -0.28, 0.10, -0.09, 0.01, -0.06, -0.06, 0.01, -0.09, -0.28, 0.09, 0.08, 0.11, 0.12, 0.12, 0.12, 0.11, 0.11, 0.12, -0.06, -0.06, 0.01, -0.09, -0.09, 0.01, -0.28, 0.10, -0.08, -0.03, -0.11, -0.05, 0.01, -0.08, -0.28, 0.10, 0.11, 0.11, 0.12, 0.12, 0.08, 0.03, 0.11, 0.12], "gap_ev": 6.8, "total_charge": 0, "energy_ha": -3999.80895, "smiles": "CCCCCCCCc1c(I)cc2c(c1CCC)C(=O)c1cc(CSCC)ccc1C2=O.O=C1c2ccccc2C(=O)c2ccccc21.O=C1c2ccccc2C(=O)c2ccccc21.O=C1c2ccccc2C(=O)c2ccccc21", "lumo_energy_ha": -0.0593, "multiplicity": 1}